Model a:
Entry from the Open Molecules 2025 dataset: 2 unconnected molecules or ions with the total composition C2H6OS2 (ωB97M-V/def2-TZVPD).

Output
Structure (SMILES): CC=O.SS
HOMO (eV): -8.86
Orbital gap (eV): 9.21

Geometry as ORCA input:
```
! RIJCOSX wB97M-V def2-TZVPD def2/J DEFGRID3
* xyz 0 1
C -3.04 0.65 -3.61
C -2.37 0.94 -2.30
O -2.85 0.76 -1.22
H -3.06 -0.44 -3.72
H -4.07 0.98 -3.63
H -2.50 1.13 -4.42
H -1.34 1.33 -2.41
S 0.94 -0.43 2.16
S 2.77 -0.70 1.18
H 1.22 0.76 2.71
H 2.88 -1.95 1.61
*
```

=====

Model b:
Entry from the Open Molecules 2025 dataset: 2 unconnected molecules or ions with the total composition C2H6OS2 (ωB97M-V/def2-TZVPD).

Output
Structure (SMILES): C=CO.SS
HOMO (eV): -9.15
Orbital gap (eV): 9.44

Geometry as ORCA input:
```
! RIJCOSX wB97M-V def2-TZVPD def2/J DEFGRID3
* xyz 0 1
C -1.26 -1.32 -1.09
C -1.22 0.01 -0.97
O -1.32 0.75 0.17
H -1.06 -1.63 -2.11
H -1.46 -1.91 -0.22
H -1.33 0.71 -1.81
H -0.51 1.23 0.44
S 2.07 1.76 1.49
S 1.95 0.03 0.41
H 1.49 1.25 2.58
H 2.64 -0.87 1.11
*
```

=====

Model c:
Entry from the Open Molecules 2025 dataset: 2 unconnected molecules or ions with the total composition C2H6OS2 (ωB97M-V/def2-TZVPD).

Output
Structure (SMILES): C=CO.SS
HOMO (eV): -9.02
Orbital gap (eV): 9.40

Geometry as ORCA input:
```
! RIJCOSX wB97M-V def2-TZVPD def2/J DEFGRID3
* xyz 0 1
C 1.33 0.86 0.44
C 1.22 -0.39 -0.04
O 0.78 -0.63 -1.32
H 1.42 0.83 1.52
H 1.43 1.80 -0.08
H 1.60 -1.17 0.61
H 0.58 -1.55 -1.26
S -2.38 0.97 -0.53
S -2.53 -0.86 0.39
H -1.37 0.63 -1.34
H -2.10 -0.48 1.61
*
```

=====

Stability check: which of them is least stable? model b.

=====

Model a:
Entry from the Open Molecules 2025 dataset: a single CH5N3S2 molecule (ωB97M-V/def2-TZVPD).

Output
Structure (SMILES): NNC(=S)NS
HOMO (eV): -8.65
Orbital gap (eV): 9.07

Geometry as ORCA input:
```
! RIJCOSX wB97M-V def2-TZVPD def2/J DEFGRID3
* xyz 0 1
N 0.62 -1.46 -0.86
N 1.07 -0.20 -0.49
C 0.56 0.59 0.51
S 1.46 1.76 1.24
N -0.75 0.29 0.92
S -2.04 0.08 -0.17
H -0.23 -1.33 -1.45
H 0.34 -1.95 -0.04
H 2.02 0.03 -0.71
H -1.00 0.85 1.77
H -2.05 1.35 -0.71
*
```

=====

Model b:
Entry from the Open Molecules 2025 dataset: 2 unconnected molecules or ions with the total composition CH5N3S2 (ωB97M-V/def2-TZVPD).

Output
HOMO (spin up / spin down) (eV): -7.67 / -7.67
Orbital gap (spin up / spin down) (eV): 7.94 / 7.94

Geometry as ORCA input:
```
! RIJCOSX wB97M-V def2-TZVPD def2/J DEFGRID3
* xyz 0 1
C 1.12 -0.34 -0.04
N -1.36 -1.51 -0.26
N 0.59 2.22 -0.16
N -0.93 -0.34 0.18
S 1.71 -1.80 -0.11
S 1.89 1.15 -0.08
H -1.48 -1.53 -1.30
H -1.20 -2.52 0.04
H -0.20 1.96 0.30
H 0.92 3.15 0.20
H -1.07 -0.43 1.22
*
```

=====

Stability check: which of them is least stable? model b.